No. 1
One molecule with the formula C2H3I at a distorted geometry, computed with ωB97M-V/def2-TZVPD.

XYZ file:
```
6
C2H3I ωB97M-V/def2-TZVPD
C 0.090 -0.323 -0.286
C -1.145 0.217 0.239
I -3.083 -0.487 0.326
H 1.024 0.186 -0.220
H 0.025 -1.274 -0.796
H -1.019 1.172 0.738
```

Values from the calculation:
E, eV: -10221.7986
SMILES: C=CI
Energy relative to the best compared isomer or geometry (same formula, charge and spin), kJ/mol: 51.2
Orbital gap, eV: 9.62
Molecular weight, g mol⁻¹: 153.95

***

No. 2
C2H3I2NS as an isolated structure at a distorted geometry, computed with ωB97M-V/def2-TZVPD.

XYZ file:
```
9
C2H3I2NS ωB97M-V/def2-TZVPD
C 1.132 -0.587 -0.207
C -0.899 0.701 0.205
N -0.184 -0.555 0.034
S 2.075 -1.826 -0.420
I 2.437 1.568 0.033
I -1.161 -2.255 -0.005
H -0.775 1.165 -0.801
H -1.926 0.380 0.283
H -0.698 1.409 0.878
```

Values from the calculation:
E, eV: -30646.9691
Energy relative to the best compared isomer or geometry (same formula, charge and spin), kJ/mol: 105.0
Orbital gap, eV: 6.93
Molecular weight, g mol⁻¹: 326.93

***

No. 3
C2H3I3O as an isolated structure at a distorted geometry, computed with ωB97M-V/def2-TZVPD.

XYZ file:
```
9
C2H3I3O ωB97M-V/def2-TZVPD
C -0.827 -0.138 -0.003
C 0.589 -0.147 -0.609
O -0.762 1.040 1.151
I -1.205 -2.055 0.870
I 2.149 -0.744 0.693
I 1.119 1.773 -1.626
H -1.632 0.383 -0.582
H 0.593 -0.752 -1.566
H -0.025 0.640 1.672
```

Values from the calculation:
E, eV: -28470.4456
Energy relative to the best compared isomer or geometry (same formula, charge and spin), kJ/mol: 79.7
Orbital gap, eV: 8.80
Molecular weight, g mol⁻¹: 423.76

***

No. 4
C2H3I3O2 as an isolated structure at a distorted geometry, computed with ωB97M-V/def2-TZVPD.

XYZ file:
```
10
C2H3I3O2 ωB97M-V/def2-TZVPD
C 0.338 -0.367 0.819
C 1.551 -0.367 0.276
O 0.016 0.557 1.731
O -1.706 -0.056 -1.573
I -1.421 1.826 -1.303
I 2.133 -1.911 -1.093
I 2.762 1.289 0.577
H -0.465 -1.030 0.750
H -0.834 0.289 1.998
H -2.374 -0.229 -2.182
```

Values from the calculation:
E, eV: -30517.0161
Energy relative to the best compared isomer or geometry (same formula, charge and spin), kJ/mol: 183.5
Orbital gap, eV: 7.82
Molecular weight, g mol⁻¹: 439.76

***

No. 5
C2H3I3O2 as an isolated structure at a distorted geometry, computed with ωB97M-V/def2-TZVPD.

XYZ file:
```
10
C2H3I3O2 ωB97M-V/def2-TZVPD
C -0.540 0.383 -0.399
C 0.559 -0.252 0.535
O -0.186 0.332 -1.705
O 0.461 -0.306 1.864
I -2.535 -0.346 0.019
I 2.533 0.459 -0.015
I 0.142 -2.956 0.084
H -0.560 1.502 -0.024
H -0.240 -0.499 -2.188
H 1.100 -0.863 2.298
```

Values from the calculation:
E, eV: -30517.6090
Energy relative to the best compared isomer or geometry (same formula, charge and spin), kJ/mol: 126.3
Orbital gap (alpha / beta), eV: 7.06 / 7.06
Molecular weight, g mol⁻¹: 439.76

***

No. 6
One molecule with the formula C2H3IN4 at a distorted geometry, computed with ωB97M-V/def2-TZVPD.

XYZ file:
```
10
C2H3IN4 ωB97M-V/def2-TZVPD
I -2.625 0.521 2.351
N -1.208 0.310 0.850
N -0.817 -0.863 0.539
C 0.082 -1.058 -0.374
C 0.835 0.128 -0.920
N 0.885 1.052 0.210
N -0.031 1.212 0.956
H 0.533 -2.016 -0.529
H 1.898 -0.077 -1.262
H 0.448 0.792 -1.821
```

Values from the calculation:
E, eV: -16179.3547
SMILES: IN1N=CCN=N1
Energy relative to the best compared isomer or geometry (same formula, charge and spin), kJ/mol: 209.2
Orbital gap, eV: 8.21
Molecular weight, g mol⁻¹: 209.98

***

No. 7
An isolated ion of composition C2H3IN4 and charge +2 at a distorted geometry, computed with ωB97M-V/def2-TZVPD.

XYZ file:
```
10
C2H3IN4 ωB97M-V/def2-TZVPD
C -0.200 -0.915 -0.310
C 1.202 -2.033 -1.643
N -0.719 -2.133 -0.689
N 0.043 -2.749 -1.428
N 1.093 -0.885 -0.838
N -0.694 0.132 0.294
I 2.816 -2.876 -2.800
H 1.894 -0.339 -0.713
H -1.605 0.149 0.602
H -0.309 1.054 0.431
```

Values from the calculation:
E, eV: -16160.5079
Net charge: +2
Energy relative to the best compared isomer or geometry (same formula, charge and spin), kJ/mol: 104.5
Orbital gap (alpha / beta), eV: 6.36 / 6.29
Molecular weight, g mol⁻¹: 209.98

***

No. 8
C2H3INO3 as an isolated structure at a distorted geometry, computed with ωB97M-V/def2-TZVPD.

XYZ file:
```
10
C2H3INO3 ωB97M-V/def2-TZVPD
C -0.326 0.511 0.486
C -1.724 0.770 0.187
N 2.921 -2.505 -1.235
O 0.658 -0.018 0.297
O -2.045 1.794 1.118
O 2.492 -2.041 -0.218
I -0.378 2.682 1.840
H -2.434 -0.040 0.586
H -1.723 0.907 -0.900
H 2.559 -2.061 -2.159
```

Values from the calculation:
E, eV: -17841.8405
Net charge: +1
Energy relative to the best compared isomer or geometry (same formula, charge and spin), kJ/mol: 155.9
Orbital gap, eV: 4.88
Molecular weight, g mol⁻¹: 215.95

***

No. 9
A 2-piece molecular cluster, C2H3IO overall at a distorted geometry, computed with ωB97M-V/def2-TZVPD.

XYZ file:
```
7
C2H3IO ωB97M-V/def2-TZVPD
C -0.909 0.612 -0.227
C -0.925 -0.666 -0.064
O -0.955 -1.821 0.068
H -0.743 1.287 0.587
H -1.030 1.031 -1.210
I 2.635 0.403 0.103
H 1.926 -0.847 0.744
```

Values from the calculation:
E, eV: -12269.4308
SMILES: C=C=O.I
Energy relative to the best compared isomer or geometry (same formula, charge and spin), kJ/mol: 93.2
Orbital gap, eV: 9.74
Molecular weight, g mol⁻¹: 169.95

***

No. 10
A 2-piece molecular cluster, C2H3IOS overall at a distorted geometry, computed with ωB97M-V/def2-TZVPD.

XYZ file:
```
8
C2H3IOS ωB97M-V/def2-TZVPD
C -0.015 1.608 0.134
C -1.057 -0.482 -0.153
O -1.063 0.968 -0.106
S 1.530 1.391 0.318
I 3.851 -0.993 0.290
H -1.861 -0.955 0.370
H -0.055 -0.695 0.252
H -1.330 -0.842 -1.106
```

Values from the calculation:
E, eV: -23102.8205
Energy relative to the best compared isomer or geometry (same formula, charge and spin), kJ/mol: 287.5
Orbital gap (alpha / beta), eV: 8.21 / 5.73
Molecular weight, g mol⁻¹: 202.02

***

No. 11
C2H3InO2 as an isolated structure at a distorted geometry, computed with ωB97M-V/def2-TZVPD.

XYZ file:
```
8
C2H3InO2 ωB97M-V/def2-TZVPD
H -1.840 -0.900 0.189
C -0.311 -1.100 -0.142
O 0.881 -1.301 0.156
In 1.481 0.693 -0.283
O -0.520 0.261 -0.344
C -1.960 0.526 -0.039
H -1.957 1.096 0.901
H -2.219 1.253 -0.823
```

Values from the calculation:
E, eV: -11363.9447
Net charge: +2
Energy relative to the best compared isomer or geometry (same formula, charge and spin), kJ/mol: 347.1
Orbital gap (alpha / beta), eV: 7.04 / 7.62
Molecular weight, g mol⁻¹: 173.86

***

No. 12
C2H3LaO3 as an isolated structure at a distorted geometry, computed with ωB97M-V/def2-TZVPD.

XYZ file:
```
9
C2H3LaO3 ωB97M-V/def2-TZVPD
O 0.433 1.052 1.279
C -0.438 0.564 0.421
C -0.824 -0.338 -0.679
O 2.640 0.387 -0.637
La 2.053 -0.922 0.992
H -1.899 -0.508 -0.811
H -0.243 -0.305 -1.607
O -0.376 -1.103 0.443
H -1.345 1.173 0.598
```

Values from the calculation:
E, eV: -9120.3699
Energy relative to the best compared isomer or geometry (same formula, charge and spin), kJ/mol: 198.0
Orbital gap, eV: 6.59
Molecular weight, g mol⁻¹: 213.95